[1]
{"formula": "C16H18CuFN3O3S", "method": "wB97M-V/def2-TZVPD", "symbols": ["C", "C", "N", "C", "C", "C", "C", "C", "C", "N", "O", "C", "O", "C", "N", "C", "S", "C", "C", "C", "C", "F", "C", "O", "H", "H", "H", "H", "H", "H", "H", "H", "H", "H", "H", "H", "H", "H", "H", "H", "H", "H", "Cu"], "positions_angstrom": [[-0.40, -3.93, 0.91], [-0.23, -2.62, 1.76], [0.50, -2.72, 2.78], [-0.91, -1.29, 1.29], [-0.18, -0.59, 0.12], [-0.81, 0.30, -0.70], [-2.29, 0.72, -0.58], [-3.33, -0.41, -0.89], [-4.68, 0.26, -1.32], [-4.95, 1.60, -0.93], [-5.50, -0.32, -1.96], [0.01, 0.99, -1.83], [-0.43, 1.23, -2.90], [1.46, 1.39, -1.41], [2.05, 2.58, -1.80], [2.88, 2.45, -2.71], [4.13, 2.33, -3.64], [2.11, 0.46, -0.56], [3.50, 0.69, 0.01], [3.26, 1.34, 1.46], [3.26, 2.89, 1.43], [4.56, 3.37, 1.56], [1.32, -0.84, -0.20], [1.84, -1.90, -0.22], [-0.65, -3.63, -0.18], [0.60, -4.41, 0.88], [-1.15, -4.63, 1.33], [0.51, -1.80, 3.23], [-0.83, -0.60, 2.17], [-1.97, -1.53, 1.09], [-2.47, 1.53, -1.33], [-2.46, 1.22, 0.40], [-3.61, -1.02, 0.00], [-2.99, -1.10, -1.70], [-5.90, 1.86, -1.20], [-4.83, 1.69, 0.08], [4.03, -0.27, 0.20], [4.09, 1.38, -0.63], [2.24, 1.05, 1.83], [3.99, 0.96, 2.20], [2.74, 3.32, 0.55], [2.70, 3.28, 2.32], [-0.99, -5.14, -1.09]], "mulliken_spin": [-0.001, 0.001, 0.000, 0.002, 0.042, 0.048, 0.002, 0.004, 0.001, 0.000, 0.001, 0.021, 0.016, 0.277, 0.161, 0.018, 0.023, 0.187, -0.022, 0.079, -0.003, 0.001, 0.100, 0.012, 0.001, 0.000, 0.000, 0.000, 0.005, 0.001, 0.001, 0.002, 0.000, -0.001, 0.000, 0.000, 0.006, 0.006, -0.005, 0.008, 0.001, 0.006, 0.000], "homo_energy_ev": [-14.47, -14.47], "charge": 2, "multiplicity": 2}



[2]
{"formula": "C25H27N5O2", "method": "wB97M-V/def2-TZVPD", "symbols": ["C", "N", "C", "N", "C", "C", "C", "C", "C", "C", "H", "H", "N", "C", "O", "C", "C", "C", "C", "O", "H", "H", "H", "H", "H", "C", "H", "H", "C", "N", "C", "C", "N", "C", "C", "C", "C", "C", "C", "H", "H", "H", "H", "H", "C", "C", "H", "H", "H", "H", "H", "H", "H", "H", "H", "H", "H", "H", "H"], "positions_angstrom": [[-2.47, -1.82, 2.12], [-1.59, -1.87, 0.99], [-1.90, -2.23, -0.30], [-0.87, -2.17, -1.10], [0.18, -1.74, -0.34], [1.51, -1.51, -0.68], [2.36, -1.05, 0.32], [1.91, -0.84, 1.63], [0.60, -1.07, 1.98], [-0.26, -1.53, 0.99], [0.26, -0.90, 2.99], [2.61, -0.48, 2.36], [3.69, -0.81, -0.05], [4.70, -0.26, 0.68], [4.65, 0.09, 1.84], [5.95, -0.13, -0.10], [7.17, 0.36, 0.29], [8.01, 0.26, -0.84], [7.25, -0.28, -1.83], [6.00, -0.52, -1.40], [7.47, -0.53, -2.85], [9.04, 0.55, -0.90], [7.41, 0.74, 1.26], [3.91, -1.02, -1.01], [1.85, -1.67, -1.69], [-3.25, -2.65, -0.76], [-3.15, -2.86, -1.83], [-3.54, -3.58, -0.26], [-4.33, -1.58, -0.51], [-3.75, -0.26, -0.52], [-3.31, 0.17, -1.83], [-3.01, 1.68, -1.79], [-2.56, 2.09, -0.48], [-1.23, 2.07, -0.13], [-0.83, 2.58, 1.11], [0.51, 2.64, 1.47], [1.49, 2.22, 0.59], [1.11, 1.73, -0.64], [-0.22, 1.63, -1.00], [-0.47, 1.21, -1.95], [1.86, 1.40, -1.35], [2.53, 2.27, 0.87], [0.78, 3.03, 2.44], [-1.56, 2.97, 1.80], [-3.60, 1.92, 0.51], [-4.55, 0.77, 0.12], [-5.02, 0.37, 1.02], [-5.36, 1.13, -0.54], [-4.18, 2.85, 0.63], [-3.14, 1.68, 1.47], [-3.92, 2.25, -2.01], [-2.27, 1.95, -2.54], [-2.41, -0.39, -2.09], [-4.07, -0.03, -2.60], [-5.12, -1.69, -1.27], [-4.79, -1.74, 0.47], [-3.03, -0.88, 2.14], [-3.18, -2.65, 2.08], [-1.88, -1.90, 3.03]], "nbo_charge": [-0.399, -0.376, 0.429, -0.492, 0.103, -0.240, 0.139, -0.236, -0.241, 0.154, 0.214, 0.256, -0.590, 0.636, -0.607, 0.154, -0.242, -0.315, 0.110, -0.407, 0.206, 0.233, 0.245, 0.409, 0.213, -0.461, 0.244, 0.225, -0.200, -0.457, -0.246, -0.221, -0.448, 0.268, -0.296, -0.187, -0.263, -0.167, -0.312, 0.209, 0.206, 0.219, 0.209, 0.205, -0.206, -0.230, 0.205, 0.164, 0.186, 0.205, 0.192, 0.222, 0.223, 0.164, 0.174, 0.193, 0.203, 0.207, 0.218], "homo_energy_ev": -7.20, "de_lowest_kcal_mol": 54.0, "smiles": "Cn1c(CCN2CCN(c3ccccc3)CC2)nc2cc(NC(=O)c3ccco3)ccc21", "multiplicity": 1}



[3]
{"formula": "C29H60AsCdN2O5S5Si", "method": "wB97M-V/def2-TZVPD", "symbols": ["Cd", "C", "C", "S", "C", "C", "S", "C", "C", "S", "H", "H", "H", "H", "H", "H", "H", "H", "H", "H", "H", "H", "O", "C", "C", "C", "C", "C", "C", "N", "H", "H", "H", "H", "H", "H", "H", "C", "C", "N", "O", "H", "H", "H", "H", "H", "C", "As", "C", "C", "S", "H", "H", "H", "H", "H", "H", "H", "H", "H", "C", "C", "C", "C", "O", "Si", "S", "O", "C", "C", "C", "C", "O", "C", "C", "C", "C", "H", "H", "H", "H", "H", "H", "H", "H", "H", "H", "H", "H", "H", "H", "H", "H", "H", "H", "H", "H", "H", "H", "H", "H", "H", "H", "H"], "positions_angstrom": [[0.38, -0.31, 0.76], [-1.79, 2.78, -0.86], [-0.96, 3.66, 0.06], [0.06, 2.73, 1.25], [1.72, 3.41, 0.99], [2.26, 3.30, -0.43], [2.23, 1.58, -1.06], [1.61, 1.83, -2.74], [0.19, 2.36, -2.85], [-0.96, 1.45, -1.76], [-2.33, 3.40, -1.58], [-2.51, 2.22, -0.25], [-1.64, 4.28, 0.64], [-0.29, 4.32, -0.49], [2.34, 2.83, 1.67], [1.72, 4.45, 1.31], [3.30, 3.63, -0.45], [1.69, 3.91, -1.13], [1.68, 0.84, -3.20], [2.31, 2.50, -3.26], [-0.17, 2.25, -3.87], [0.13, 3.42, -2.58], [-1.07, -1.63, -0.90], [-0.29, -2.08, -1.99], [1.06, -2.53, -1.52], [1.62, -3.73, -1.94], [2.86, -4.10, -1.43], [3.49, -3.25, -0.53], [2.85, -2.08, -0.15], [1.67, -1.73, -0.65], [-1.05, -2.31, -0.20], [-0.18, -1.22, -2.67], [-0.78, -2.89, -2.54], [1.09, -4.38, -2.62], [3.33, -5.02, -1.74], [4.46, -3.50, -0.11], [3.30, -1.40, 0.57], [-2.18, -4.47, 2.17], [-0.91, -3.65, 2.08], [-0.09, -3.75, 3.13], [-0.63, -2.99, 1.07], [-1.95, -5.51, 2.37], [-2.73, -4.39, 1.24], [-2.79, -4.09, 2.98], [-0.41, -4.19, 3.98], [0.64, -3.04, 3.22], [-4.02, -0.51, -1.34], [-3.99, -0.24, 0.58], [-5.07, -1.69, 1.28], [-5.15, 1.29, 0.88], [-2.23, 0.01, 1.70], [-5.06, -0.45, -1.65], [-3.61, -1.50, -1.56], [-3.42, 0.23, -1.85], [-6.01, -1.75, 0.75], [-5.25, -1.50, 2.34], [-4.54, -2.64, 1.18], [-6.16, 1.05, 0.53], [-4.79, 2.18, 0.36], [-5.17, 1.49, 1.95], [4.48, -2.96, 3.40], [4.31, -2.30, 4.77], [5.65, -2.18, 5.49], [3.34, -3.10, 5.62], [3.78, -0.98, 4.63], [3.31, 0.05, 3.47], [1.36, -0.62, 2.95], [3.34, 1.56, 4.08], [2.82, 2.20, 5.26], [3.32, 3.63, 5.18], [3.34, 1.52, 6.52], [1.29, 2.16, 5.24], [4.23, 0.09, 2.13], [5.55, 0.65, 1.90], [6.36, 0.73, 3.19], [6.24, -0.24, 0.88], [5.37, 2.06, 1.34], [4.90, -3.96, 3.52], [5.13, -2.36, 2.78], [3.50, -3.04, 2.91], [6.06, -3.16, 5.71], [5.50, -1.64, 6.43], [6.36, -1.62, 4.89], [3.73, -4.11, 5.77], [2.37, -3.18, 5.13], [3.21, -2.63, 6.60], [4.41, 3.64, 5.16], [2.98, 4.20, 6.05], [2.95, 4.12, 4.28], [4.43, 1.55, 6.54], [3.03, 0.48, 6.55], [2.95, 2.03, 7.41], [0.91, 2.56, 4.30], [0.89, 2.75, 6.07], [0.94, 1.13, 5.34], [6.59, -0.26, 3.57], [5.80, 1.28, 3.94], [7.30, 1.26, 3.00], [6.43, -1.23, 1.31], [7.19, 0.19, 0.57], [5.60, -0.35, -0.01], [4.97, 2.72, 2.12], [4.68, 2.03, 0.50], [6.33, 2.45, 1.00]], "mulliken_charge": [2.208, -0.091, -1.206, 0.040, 0.200, -1.367, 0.076, -1.022, -1.145, 0.139, 0.659, -0.560, 0.596, 0.452, -0.701, 0.644, 0.672, 0.610, 0.418, 0.499, 0.543, 0.416, -0.384, -0.937, 0.719, -1.158, -0.607, -1.095, -1.254, 1.051, 0.452, 0.141, 0.391, 0.514, 0.439, 0.517, 1.094, -1.512, 0.555, -0.227, -0.445, 0.407, 0.278, 0.409, 0.234, 0.023, -0.984, 0.681, -1.002, -1.099, -0.621, 0.511, 0.240, 0.325, 0.446, 0.366, 0.195, 0.418, 0.359, 0.376, -0.873, 1.673, -1.643, -1.632, 0.699, -1.493, -0.845, 0.742, 1.381, -1.743, -1.538, -1.224, 0.453, 1.590, -1.450, -1.689, -1.430, 0.602, -0.060, 0.024, 0.442, 0.302, 0.327, 0.488, 0.098, 0.360, 0.367, 0.444, 0.255, 0.292, 0.217, 0.510, 0.121, 0.493, 0.273, 0.136, 0.157, 0.528, 0.327, 0.456, 0.219, 0.155, 0.072, 0.523], "homo_energy_ev": -10.40, "de_lowest_kcal_mol": 20.0, "charge": 1, "multiplicity": 1}



[4]
{"formula": "C13H36BBr2F7N3O8SV", "method": "wB97M-V/def2-TZVPD", "symbols": ["O", "V", "O", "B", "F", "F", "F", "F", "C", "C", "C", "O", "C", "N", "H", "H", "H", "H", "H", "H", "H", "H", "H", "H", "H", "H", "C", "C", "C", "O", "C", "N", "H", "H", "H", "H", "H", "H", "H", "H", "H", "H", "H", "H", "C", "C", "C", "O", "C", "N", "H", "H", "H", "H", "H", "H", "H", "H", "H", "H", "H", "H", "C", "F", "F", "F", "S", "O", "O", "O", "Br", "Br"], "positions_angstrom": [[0.64, 1.16, 1.27], [0.33, -0.42, 1.23], [-0.57, -0.67, -0.05], [2.08, 0.87, 4.22], [1.54, 2.15, 3.88], [1.58, -0.05, 3.27], [3.49, 1.01, 4.17], [1.67, 0.52, 5.49], [3.50, 3.09, 0.30], [3.83, 2.35, 1.58], [5.27, 1.89, 1.70], [6.08, 3.06, 1.85], [7.39, 2.75, 2.26], [3.52, 3.15, 2.80], [3.71, 2.64, 3.68], [4.22, 3.90, 2.81], [2.60, 3.60, 2.79], [3.91, 4.11, 0.30], [2.41, 3.18, 0.23], [3.88, 2.49, -0.52], [3.25, 1.46, 1.68], [5.56, 1.43, 0.76], [5.37, 1.20, 2.54], [7.42, 2.14, 3.18], [7.92, 3.67, 2.47], [7.92, 2.12, 1.54], [-2.47, 2.76, -0.57], [-3.23, 1.91, -1.54], [-3.34, 0.46, -1.10], [-3.90, -0.26, -2.18], [-4.28, -1.58, -1.81], [-4.61, 2.50, -1.79], [-4.60, 3.48, -2.05], [-5.14, 1.93, -2.45], [-5.10, 2.41, -0.89], [-2.28, 3.78, -0.92], [-1.59, 2.22, -0.27], [-3.07, 2.83, 0.34], [-2.80, 1.89, -2.54], [-3.93, 0.42, -0.18], [-2.31, 0.12, -0.94], [-5.09, -1.90, -2.46], [-4.76, -1.60, -0.82], [-3.38, -2.20, -1.80], [-1.76, -4.45, -5.38], [-1.13, -4.77, -4.05], [-0.56, -3.69, -3.18], [0.09, -4.36, -2.15], [0.93, -3.49, -1.38], [-2.09, -5.56, -3.15], [-1.46, -5.91, -2.42], [-2.73, -4.99, -2.59], [-2.58, -6.32, -3.62], [-1.21, -3.75, -6.00], [-2.78, -4.07, -5.26], [-1.88, -5.37, -5.96], [-0.33, -5.50, -4.16], [-1.35, -3.06, -2.73], [0.11, -3.08, -3.80], [0.39, -2.76, -0.79], [1.63, -2.94, -2.02], [1.57, -4.13, -0.77], [-2.47, 2.12, 3.43], [-3.56, 2.68, 3.96], [-2.20, 2.81, 2.29], [-1.47, 2.27, 4.28], [-2.69, 0.32, 3.06], [-3.89, 0.26, 2.25], [-1.47, -0.02, 2.35], [-2.81, -0.28, 4.36], [2.75, -0.92, -0.13], [0.30, -2.99, 2.14]], "mulliken_charge": [-0.262, 1.236, -0.848, 0.285, -0.480, -0.251, -0.454, -0.331, -1.421, 1.098, -1.180, -0.338, -0.776, -0.155, 0.289, 0.510, 0.282, 0.369, 0.272, 0.402, -0.334, 0.511, 0.542, 0.315, 0.263, 0.296, -1.245, 0.141, -0.149, -0.482, -0.442, -0.251, 0.353, 0.355, 0.388, 0.398, 0.077, 0.459, 0.255, 0.537, 0.072, 0.311, 0.378, -0.057, -1.427, 0.349, -0.384, -0.412, -0.658, -0.265, 0.430, 0.285, 0.356, 0.376, 0.363, 0.395, 0.254, -0.010, 0.480, 0.108, 0.356, 0.323, 0.618, -0.259, -0.238, -0.204, 1.222, -0.746, -0.283, -0.632, -0.678, -0.660], "homo_energy_ev": -6.63, "multiplicity": 1}



[5]
{"formula": "C4H4Br2N2O", "method": "wB97M-V/def2-TZVPD", "symbols": ["C", "C", "C", "C", "N", "N", "O", "Br", "Br", "H", "H", "H", "H"], "positions_angstrom": [[-1.63, 0.75, -0.48], [0.96, -0.08, 0.85], [-0.56, 0.74, -1.43], [0.65, -0.60, -0.43], [-2.24, 0.73, 0.49], [0.23, -0.52, 1.88], [2.00, 0.49, 0.96], [2.19, -0.47, -1.72], [-0.34, -2.21, -0.56], [-0.77, 0.27, -2.42], [-0.07, 1.67, -1.42], [-0.66, -1.01, 1.75], [0.23, 0.26, 2.51]], "nbo_charge": [0.239, 0.471, -0.423, -0.185, -0.328, -0.784, -0.549, 0.089, 0.134, 0.263, 0.249, 0.416, 0.408], "homo_energy_ev": -9.97, "de_lowest_kcal_mol": 16.1, "multiplicity": 1}